Formula: C21H22BrClN3O6Ru
Source: OMol25
Level of theory: ωB97M-V/def2-TZVPD

Last column: Löwdin charge in e.
Geometry (Å):
Ru  0.42227  0.47650  -1.12715  1.58
O  -1.06102  2.90610  1.51053  0.04
C  -0.22098  3.98298  1.54024  -0.26
C  -0.57163  5.05432  2.34762  0.01
C  0.25791  6.16087  2.42644  -0.06
C  1.43423  6.21924  1.69174  -0.07
C  1.78542  5.14663  0.89099  -0.03
C  0.98054  4.01290  0.82135  -0.13
C  1.45875  2.82994  0.02892  -0.32
O  0.43935  2.29525  -0.80741  -0.26
N  1.95046  1.69894  0.88613  0.02
N  0.98874  0.67862  0.97433  -0.08
C  0.92793  0.02451  2.06606  -0.15
C  -0.02320  -1.03445  2.39962  -0.64
Br  -1.84944  -0.56575  2.26475  0.90
C  0.34386  -2.18351  2.96880  -0.07
C  1.73601  -2.60788  3.15256  -0.22
C  2.09344  -3.27153  4.32860  -0.02
C  3.40763  -3.64102  4.55210  -0.06
C  4.38045  -3.37562  3.59573  -0.06
C  4.03146  -2.75003  2.40854  -0.07
C  2.71624  -2.36912  2.18890  -0.04
H  -1.08083  2.54525  0.61520  0.08
H  -1.50502  5.00692  2.89186  0.13
H  -0.02743  6.99399  3.05482  0.11
H  2.06895  7.09262  1.74082  0.11
H  2.70235  5.18089  0.31316  0.12
H  2.29729  3.14947  -0.59752  0.14
H  2.20512  2.04756  1.80582  0.14
H  1.61583  0.29884  2.86810  0.16
H  -0.43037  -2.84130  3.34717  0.12
H  1.33521  -3.48512  5.07176  0.12
H  3.67548  -4.14492  5.47081  0.11
H  5.40498  -3.67570  3.76918  0.11
H  4.78113  -2.57714  1.64740  0.11
H  2.42599  -1.93911  1.23748  0.09
N  2.41460  -0.06250  -1.23377  -0.04
C  2.90559  -0.41730  -2.59217  -0.17
C  2.44644  0.61994  -3.60437  -0.08
C  0.97748  0.46993  -3.97482  -0.53
O  0.58573  0.48349  -5.09873  0.17
O  0.08401  0.33333  -2.95302  -0.17
H  2.98721  0.66815  -0.81014  0.10
H  2.50361  -0.86761  -0.61603  0.09
H  2.50467  -1.40060  -2.83941  0.14
H  3.99261  -0.48975  -2.57127  0.13
H  3.00953  0.52576  -4.52976  0.13
H  2.61770  1.63184  -3.22205  0.13
Cl  -1.40516  -3.93002  -0.73918  0.63
C  -2.28752  -2.40837  -0.89445  -0.49
C  -1.39469  -1.20596  -0.87490  -0.69
O  -1.82848  -0.07542  -1.09574  0.01
O  -0.09095  -1.33354  -0.66597  -0.20
H  -2.98446  -2.31641  -0.06466  0.08
H  -2.85122  -2.39652  -1.82504  0.11

Output
Frontier orbital gap (alpha / beta) in eV: 5.9500 / 5.9519
HOMO level (alpha / beta) in eV: -11.49 / -11.49
Net charge: +1
Energy relative to the best compared isomer or geometry (same formula, charge and spin) in kcal per mole: 2.7
Maximum force in eV/A: 0.6
Lowest unoccupied orbital energy (alpha / beta) in Ha: -0.204 / -0.204